Density functional theory data (wB97M-V/def2-TZVPD) for a single C6H9N molecule at a distorted geometry.

XYZ file:
```
16
Properties=species:S:1:pos:R:3:forces:R:3
C -2.3206 -0.2187 -1.2797 0.34 0.50 1.11
C -1.0298 -0.2116 -0.5032 -1.18 0.07 1.38
C -0.5634 -1.2355 0.2707 0.45 0.29 -0.50
N 0.6294 -0.8077 0.8375 -0.01 -1.04 -0.92
C 0.9621 0.4216 0.3187 -0.17 0.25 1.88
C 2.3398 0.9617 0.5514 -0.43 -0.09 0.05
C -0.1880 0.9194 -0.2314 0.58 -0.44 -2.28
H -2.1082 -0.0889 -2.3364 -0.41 -0.11 -0.16
H -2.9003 -1.1020 -1.0290 0.12 -0.37 -0.49
H -2.9395 0.5929 -0.8865 0.01 0.22 -0.47
H -0.8856 -2.2618 0.3159 -0.05 0.00 0.28
H 1.2595 -1.4796 1.2382 0.29 0.23 -0.02
H 2.5830 1.6651 -0.2413 0.11 0.16 0.18
H 2.4451 1.4152 1.5382 0.05 0.20 -0.09
H 3.0494 0.1357 0.4980 0.09 0.03 -0.05
H -0.3186 1.8685 -0.7321 0.22 0.08 0.12
```
Positions in Å, forces in eV/Å.

Calculated values
**Highest occupied orbital energy**: -7.78 eV
**SMILES**: Cc1c[nH]c(C)c1
**M**: 95.145 g mol⁻¹
**Calculated total energy**: -7857.555 eV
**Kohn-Sham gap**: 8.84 eV